The molecule C17H30FN3O6S, computed with ωB97M-V with the def2-TZVPD basis set.

The geometry in ORCA input format:
```
! wB97M-V def2-TZVPD RIJCOSX def2/J DEFGRID3
* xyz 0 1
C 3.029 0.883 3.524
C 2.782 0.847 2.019
C 3.333 -0.463 1.431
C 3.382 -0.379 -0.077
O 4.169 0.342 -0.667
N 2.455 -1.095 -0.757
C 1.430 -2.072 -0.410
C 0.870 -1.854 -1.836
F 0.653 -3.010 -2.570
C -0.392 -0.985 -1.881
O -0.369 0.127 -2.374
N -1.513 -1.476 -1.292
C -2.687 -0.618 -1.280
C -3.359 -0.586 -2.651
S -4.944 0.197 -2.588
O -5.453 0.336 -3.916
O -5.706 -0.424 -1.555
O -4.574 1.653 -2.052
C -1.675 -2.812 -0.770
C -1.993 -2.769 0.726
N -2.891 -3.685 1.156
O -1.436 -1.981 1.463
C 2.152 -1.088 -2.184
C 1.288 1.034 1.688
C 0.871 2.409 1.138
C 1.278 3.531 2.094
C -0.651 2.407 0.988
C 1.497 2.641 -0.239
H 2.524 0.047 4.016
H 4.094 0.819 3.755
H 2.643 1.804 3.962
H 3.360 1.651 1.557
H 4.357 -0.619 1.775
H 2.726 -1.307 1.773
H 1.822 -3.087 -0.286
H 0.771 -1.812 0.419
H -3.383 -0.994 -0.531
H -2.389 0.387 -0.991
H -2.751 -0.055 -3.381
H -3.568 -1.591 -3.023
H -4.526 2.259 -2.806
H -2.459 -3.339 -1.323
H -0.764 -3.390 -0.897
H -3.390 -4.282 0.523
H -3.109 -3.719 2.137
H 2.016 -0.102 -2.621
H 2.846 -1.689 -2.776
H 0.967 0.294 0.950
H 0.697 0.823 2.587
H 2.361 3.583 2.218
H 0.945 4.498 1.709
H 0.827 3.391 3.080
H -0.967 1.605 0.315
H -1.144 2.254 1.951
H -1.003 3.354 0.571
H 1.151 1.887 -0.952
H 1.211 3.622 -0.626
H 2.587 2.598 -0.211
*
```

For the energy above the lowest of the compared OMol25 structures with the same formula, charge and spin, the calculation gives 0.172 eV. As for the molecular weight: 423.51 Da. The LUMO energy is 0.22 eV. For the HOMO-LUMO gap, the calculation gives 9.66 eV. The SMILES is C[C@@H](CC(=O)N1CC(F)(C(=O)N(CCS(=O)(=O)O)CC(N)=O)C1)CC(C)(C)C.